Entry 1:
Density functional theory data (wB97M-V/def2-TZVPD) for an isolated ion of composition C6H13N4 and charge +1.

Energy above the lowest of the compared OMol25 structures with the same formula, charge and spin   152.4 kcal/mol
M   141.20 u
Net charge   +1
HOMO level (spin up / spin down)   -12.362 / -12.347 eV
Spin multiplicity   1

Bonds (Å) are listed after each position.
Cartesian coordinates (Å):
1 C 1.723 -0.634 -1.088  N7 1.293, N9 1.412, H11 1.008
2 C -0.022 0.054 -0.042  N9 1.322, N10 1.245
3 C 3.671 -0.963 1.867  N8 1.419, H12 1.038, H13 1.136, H14 1.082
4 C -0.293 -0.629 -2.528  N9 1.461, H15 1.099, H16 1.060, H17 1.176
5 C -1.301 0.910 1.808  N10 1.500, H18 1.069, H19 1.185, H20 1.087
6 C -2.210 0.879 -0.521  N10 1.469, H21 1.103, H22 1.220, H23 1.114
7 N 2.016 -0.344 0.138  C1 1.293, N8 1.254
8 N 3.051 -0.214 0.833  C3 1.419, N7 1.254
9 N 0.341 -0.384 -1.235  C1 1.412, C2 1.322, C4 1.461
10 N -1.077 0.574 0.364  C2 1.245, C5 1.500, C6 1.469
11 H 2.310 -0.922 -1.855  C1 1.008
12 H 3.032 -1.548 2.438  C3 1.038
13 H 4.537 -1.573 1.456  C3 1.136
14 H 4.072 -0.285 2.608  C3 1.082
15 H 0.251 -1.291 -3.215  C4 1.099
16 H -1.286 -0.970 -2.383  C4 1.060
17 H -0.471 0.307 -3.217  C4 1.176
18 H -1.775 0.009 2.133  C5 1.069
19 H -0.342 1.164 2.456  C5 1.185
20 H -1.949 1.778 1.717  C5 1.087
21 H -2.075 1.017 -1.608  C6 1.103
22 H -2.958 -0.084 -0.470  C6 1.220
23 H -2.860 1.676 -0.093  C6 1.114

Entry 2:
Density functional theory data (wB97M-V/def2-TZVPD) for a 2-piece molecular cluster, C6H13N4S overall.

Energy above the lowest of the compared OMol25 structures with the same formula, charge and spin   56.2 kcal/mol
M   173.26 u
Net charge   +1
HOMO level   -13.304 eV
Spin multiplicity   1

Bonds (Å) are listed after each position.
Cartesian coordinates (Å):
1 C -1.346 1.506 -1.303  C2 1.421, N7 1.325, H12 1.072
2 C -0.002 1.282 -0.900  C1 1.421, C3 1.483, N8 1.371
3 C 0.794 1.878 0.201  C2 1.483, H13 1.087, H14 1.085, H15 1.092
4 C -1.498 -0.085 2.346  S11 1.818, H16 1.086, H17 1.087, H18 1.086
5 C -0.515 -1.569 -1.391  C6 1.491, N10 1.442, H19 1.104, H20 1.101
6 C -0.635 -0.669 -0.207  C5 1.491, S11 1.708, H21 1.085
7 N -1.471 1.180 -2.581  C1 1.325, N9 1.288
8 N 0.574 0.915 -2.089  C2 1.371, N9 1.311, H22 1.011
9 N -0.321 0.825 -3.042  N7 1.288, N8 1.311
10 N 0.870 -1.715 -1.764  C5 1.442, H23 1.012, H24 1.013
11 S -2.058 -0.718 0.736  C4 1.818, C6 1.708
12 H -2.188 1.818 -0.717  C1 1.072
13 H 1.643 1.259 0.478  C3 1.087
14 H 0.177 2.075 1.072  C3 1.085
15 H 1.182 2.837 -0.149  C3 1.092
16 H -0.534 -0.510 2.607  C4 1.086
17 H -2.246 -0.403 3.067  C4 1.087
18 H -1.462 1.001 2.331  C4 1.086
19 H -1.012 -2.518 -1.125  C5 1.104
20 H -1.076 -1.187 -2.258  C5 1.101
21 H 0.272 -0.594 0.382  C6 1.085
22 H 1.532 0.646 -2.264  N8 1.011
23 H 0.966 -2.126 -2.684  N10 1.012
24 H 1.388 -2.284 -1.105  N10 1.013

Entry 3:
Density functional theory data (wB97M-V/def2-TZVPD) for one molecule with the formula C6H13N5.

Energy above the lowest of the compared OMol25 structures with the same formula, charge and spin   81.5 kcal/mol
M   155.20 u
HOMO level   -9.276 eV
Spin multiplicity   1

Bonds (Å) are listed after each position.
Cartesian coordinates (Å):
1 C 1.314 -1.507 -0.648  C5 1.646, N7 1.333, N8 1.383
2 C -0.751 0.754 1.597  C6 1.483, H12 1.073, H13 1.067, H14 1.136
3 C 1.667 0.008 1.765  C6 1.538, H15 1.061, H16 1.110, H17 1.040
4 C -0.518 -0.188 -2.822  N11 1.474, H18 1.088, H19 1.118, H20 1.059
5 C 0.111 -0.404 -0.433  C1 1.646, C6 1.622, N11 1.476, H21 1.014
6 C 0.511 0.481 0.867  C2 1.483, C3 1.538, C5 1.622, H22 1.129
7 N 1.119 -2.824 -0.589  C1 1.333, N9 1.345
8 N 2.647 -1.276 -0.934  C1 1.383, N10 1.338, H23 1.038
9 N 2.346 -3.359 -0.718  N7 1.345, N10 1.275
10 N 3.240 -2.475 -0.927  N8 1.338, N9 1.275
11 N -0.110 0.496 -1.582  C4 1.474, C5 1.476, H24 1.038
12 H -0.832 0.330 2.580  C2 1.073
13 H -1.538 0.409 0.963  C2 1.067
14 H -0.826 1.869 1.799  C2 1.136
15 H 2.270 -0.607 1.146  C3 1.061
16 H 1.992 0.946 2.260  C3 1.110
17 H 1.275 -0.669 2.450  C3 1.040
18 H 0.078 0.276 -3.605  C4 1.088
19 H -0.444 -1.278 -2.583  C4 1.118
20 H -1.510 0.042 -3.111  C4 1.059
21 H -0.666 -1.039 -0.289  C5 1.014
22 H 0.778 1.471 0.396  C6 1.129
23 H 3.238 -0.430 -1.051  N8 1.038
24 H -0.739 1.299 -1.388  N11 1.038

Entry 4:
Density functional theory data (wB97M-V/def2-TZVPD) for an isolated ion of composition C6H13N5 and charge +2.

Energy above the lowest of the compared OMol25 structures with the same formula, charge and spin   158.0 kcal/mol
M   155.20 u
Net charge   +2
HOMO level (spin up / spin down)   -16.288 / -16.287 eV
Spin multiplicity   1

Bonds (Å) are listed after each position.
Cartesian coordinates (Å):
1 C 1.738 -0.106 -0.274  C2 1.496, C4 1.466, H12 1.120, H13 1.037
2 C 0.251 -0.231 -0.376  C1 1.496, N11 1.320
3 C -2.550 0.693 -1.079  C5 1.428, N7 1.257, N8 1.430
4 C 2.385 -0.957 0.730  C1 1.466, C6 1.472, N10 1.261
5 C -3.913 0.701 -1.505  C3 1.428, H14 1.069, H15 1.109, H16 1.039
6 C 3.794 -0.603 0.962  C4 1.472, H17 0.996, H18 1.104, H19 1.165
7 N -1.661 0.167 -1.795  C3 1.257, N11 1.288
8 N -2.191 1.306 0.161  C3 1.430, N9 1.240
9 N -2.951 1.637 1.084  N8 1.240, H20 1.088, H21 1.065
10 N 1.712 -1.883 1.259  C4 1.261, H22 1.026, H23 0.969
11 N -0.418 0.075 -1.472  C2 1.320, N7 1.288, H24 1.064
12 H 1.757 0.929 0.152  C1 1.120
13 H 2.192 -0.216 -1.200  C1 1.037
14 H -4.546 1.556 -1.396  C5 1.069
15 H -4.502 -0.035 -0.921  C5 1.109
16 H -3.907 0.390 -2.496  C5 1.039
17 H 4.372 -1.399 0.805  C6 0.996
18 H 3.874 -0.201 1.988  C6 1.104
19 H 3.919 0.371 0.334  C6 1.165
20 H -4.006 1.409 1.227  N9 1.088
21 H -2.351 2.169 1.784  N9 1.065
22 H 2.159 -2.420 2.011  N10 1.026
23 H 0.767 -2.037 1.110  N10 0.969
24 H -0.036 0.270 -2.446  N11 1.064

Entry 5:
Density functional theory data (wB97M-V/def2-TZVPD) for an isolated ion of composition C6H13NO and charge -1.

Energy above the lowest of the compared OMol25 structures with the same formula, charge and spin   40.0 kcal/mol
M   115.18 u
Net charge   -1
HOMO level (spin up / spin down)   0.977 / -3.573 eV
Spin multiplicity   2

Bonds (Å) are listed after each position.
Cartesian coordinates (Å):
1 C 1.276 -0.562 2.984  C2 1.554, H9 1.053, H10 1.153, H11 1.048
2 C 0.090 -0.289 2.016  C1 1.554, N3 1.486, H12 1.039, H13 1.125
3 N 0.619 -0.421 0.633  C2 1.486, C6 1.511, H14 1.015
4 C -0.731 0.169 -3.014  C5 1.561, H15 1.060, H16 1.065, H17 1.102
5 C 0.257 -0.261 -1.884  C4 1.561, C6 1.562, H18 1.115, H19 1.072
6 C -0.353 -0.048 -0.462  N3 1.511, C5 1.562, C7 1.522, H20 1.069
7 C -1.147 1.239 -0.294  C6 1.522, O8 1.212, H21 0.992
8 O -0.884 2.114 0.504  C7 1.212
9 H 2.017 -1.187 2.573  C1 1.053
10 H 1.833 0.436 3.128  C1 1.153
11 H 0.924 -1.096 3.814  C1 1.048
12 H -0.671 -0.989 2.120  C2 1.039
13 H -0.440 0.628 2.392  C2 1.125
14 H 1.425 0.194 0.579  N3 1.015
15 H -1.685 -0.246 -2.811  C4 1.060
16 H -0.746 1.219 -3.192  C4 1.065
17 H -0.438 -0.296 -3.969  C4 1.102
18 H 0.549 -1.328 -2.018  C5 1.115
19 H 1.166 0.305 -1.909  C5 1.072
20 H -1.044 -0.861 -0.422  C6 1.069
21 H -2.017 1.281 -0.769  C7 0.992

Entry 6:
Density functional theory data (wB97M-V/def2-TZVPD) for a 2-piece molecular cluster, C6H13NO overall.

Energy above the lowest of the compared OMol25 structures with the same formula, charge and spin   48.6 kcal/mol
M   115.18 u
HOMO level   -7.317 eV
Spin multiplicity   1

Bonds (Å) are listed after each position.
Cartesian coordinates (Å):
1 C -0.384 -1.288 -2.227  C4 1.512, H8 1.092, H9 1.093, H10 1.096
2 N 0.326 1.465 -2.551  C3 1.408, H11 1.007, H12 1.006
3 C -0.005 0.952 -1.282  N2 1.408, C4 1.347, H13 1.078
4 C -0.326 -0.336 -1.054  C1 1.512, C3 1.347, C5 1.474
5 C -0.410 -0.890 0.309  C4 1.474, C6 1.353, H14 1.085
6 C -0.678 -0.113 1.384  C5 1.353, C7 1.490, H15 1.083
7 C -0.580 -0.491 2.821  C6 1.490, H16 1.092, H17 1.096, H18 1.091
8 H -1.008 -0.945 -3.055  C1 1.092
9 H -0.765 -2.281 -1.975  C1 1.093
10 H 0.617 -1.515 -2.612  C1 1.096
11 H 0.247 0.788 -3.292  N2 1.007
12 H -0.164 2.325 -2.728  N2 1.006
13 H 0.054 1.621 -0.439  C3 1.078
14 H -0.414 -1.975 0.349  C5 1.085
15 H -1.214 0.805 1.177  C6 1.083
16 H -0.707 -1.552 3.044  C7 1.092
17 H -1.394 0.011 3.356  C7 1.096
18 H 0.295 -0.086 3.332  C7 1.091
19 H 2.702 1.726 1.974  O21 0.946
20 H 1.952 0.474 1.516  O21 0.946
21 O 1.854 1.307 1.952  H19 0.946, H20 0.946

Entry 7:
Density functional theory data (wB97M-V/def2-TZVPD) for a 2-piece molecular cluster, C6H13NO overall.

Energy above the lowest of the compared OMol25 structures with the same formula, charge and spin   36.9 kcal/mol
M   115.18 u
HOMO level   -8.088 eV
Spin multiplicity   1

Bonds (Å) are listed after each position.
Cartesian coordinates (Å):
1 C 1.559 -0.612 -0.656  C4 1.511, H8 1.087, H9 1.095, H10 1.093
2 N -1.226 -1.313 -0.767  C3 1.413, H11 1.015, H12 1.012
3 C -0.836 -0.021 -0.349  N2 1.413, C4 1.338, C7 1.503
4 C 0.449 0.345 -0.287  C1 1.511, C3 1.338, C5 1.475
5 C 0.836 1.682 0.199  C4 1.475, C6 1.329, H13 1.087
6 C 1.825 2.412 -0.304  C5 1.329, H14 1.076, H15 1.085
7 C -1.973 0.898 -0.002  C3 1.503, H16 1.087, H17 1.091, H18 1.084
8 H 2.540 -0.183 -0.468  C1 1.087
9 H 1.476 -1.555 -0.105  C1 1.095
10 H 1.462 -0.922 -1.699  C1 1.093
11 H -0.605 -1.693 -1.474  N2 1.015
12 H -2.141 -1.288 -1.200  N2 1.012
13 H 0.323 2.095 1.064  C5 1.087
14 H 1.996 3.404 0.077  C6 1.076
15 H 2.456 2.099 -1.129  C6 1.085
16 H -2.827 0.773 -0.664  C7 1.087
17 H -2.250 0.758 1.044  C7 1.091
18 H -1.691 1.941 -0.091  C7 1.084
19 H -0.322 -2.591 1.014  O21 0.964
20 H -0.402 -1.400 1.887  O21 0.966
21 O -0.263 -2.354 1.946  H19 0.964, H20 0.966

Entry 8:
Density functional theory data (wB97M-V/def2-TZVPD) for a 2-piece molecular cluster, C6H13NO overall.

Energy above the lowest of the compared OMol25 structures with the same formula, charge and spin   53.4 kcal/mol
M   115.18 u
HOMO level   -9.193 eV
Spin multiplicity   1

Bonds (Å) are listed after each position.
Cartesian coordinates (Å):
1 C -2.282 1.162 0.709  C2 1.538, H8 1.108, H9 1.095, H10 1.102
2 C -1.131 0.498 1.483  C1 1.538, C3 1.535, H11 1.116, H12 1.135
3 C 0.262 1.043 1.139  C2 1.535, C4 1.504, H13 1.068, H14 1.111
4 C 0.696 0.754 -0.272  C3 1.504, C5 1.348, H15 1.080
5 C 1.802 0.055 -0.597  C4 1.348, N6 1.407, H16 1.065
6 N 2.220 -0.291 -1.895  C5 1.407, C7 1.291
7 C 1.323 -0.823 -2.657  N6 1.291, H17 1.096, H18 1.155
8 H -3.275 0.788 1.029  C1 1.108
9 H -2.286 2.243 0.883  C1 1.095
10 H -2.211 0.903 -0.359  C1 1.102
11 H -1.310 0.613 2.578  C2 1.116
12 H -1.223 -0.608 1.242  C2 1.135
13 H 0.265 2.103 1.271  C3 1.068
14 H 0.995 0.586 1.838  C3 1.111
15 H 0.058 1.165 -1.040  C4 1.080
16 H 2.477 -0.182 0.192  C5 1.065
17 H 0.292 -1.090 -2.396  C7 1.096
18 H 1.633 -1.032 -3.749  C7 1.155
19 H 0.240 -2.695 0.865  O21 0.918
20 H 0.988 -2.206 -0.289  O21 0.989
21 O 0.469 -2.987 0.026  H19 0.918, H20 0.989

Entry 9:
Density functional theory data (wB97M-V/def2-TZVPD) for a 2-piece molecular cluster, C6H13NO overall.

Energy above the lowest of the compared OMol25 structures with the same formula, charge and spin   68.0 kcal/mol
M   115.18 u
HOMO level   -8.268 eV
Spin multiplicity   1

Bonds (Å) are listed after each position.
Cartesian coordinates (Å):
1 C -1.542 0.436 1.933  N2 1.471, H8 1.105, H9 1.093, H10 1.082
2 N -1.597 0.624 0.475  C1 1.471, C3 1.426, H11 1.002
3 C -1.221 -0.465 -0.365  N2 1.426, C4 1.321, C7 1.517
4 C -2.107 -1.261 -0.936  C3 1.321, H12 1.088, H13 1.085
5 C 2.664 -1.106 -0.364  C6 1.495, H14 1.086, H15 1.091, H16 1.094
6 C 1.218 -1.021 0.005  C5 1.495, C7 1.326, H17 1.092
7 C 0.242 -0.551 -0.760  C3 1.517, C6 1.326, H18 1.088
8 H -0.865 -0.389 2.217  C1 1.105
9 H -2.462 -0.021 2.308  C1 1.093
10 H -1.379 1.407 2.380  C1 1.082
11 H -0.913 1.327 0.274  N2 1.002
12 H -1.847 -2.044 -1.644  C4 1.088
13 H -3.190 -1.230 -0.887  C4 1.085
14 H 3.244 -0.315 0.102  C5 1.086
15 H 3.051 -2.095 -0.112  C5 1.091
16 H 2.710 -1.063 -1.455  C5 1.094
17 H 0.877 -1.028 1.042  C6 1.092
18 H 0.357 -0.378 -1.828  C7 1.088
19 H 1.718 3.215 -0.940  O21 0.972
20 H 0.119 3.194 -0.839  O21 0.941
21 O 0.923 2.766 -0.604  H19 0.972, H20 0.941

Entry 10:
Density functional theory data (wB97M-V/def2-TZVPD) for a 2-piece molecular cluster, C6H13NO overall.

Energy above the lowest of the compared OMol25 structures with the same formula, charge and spin   42.4 kcal/mol
M   115.18 u
HOMO level   -9.758 eV
Spin multiplicity   1

Bonds (Å) are listed after each position.
Cartesian coordinates (Å):
1 C -0.481 -0.832 0.450  C4 1.526, C5 1.525, C6 1.525, H9 1.096
2 C 0.138 3.087 -0.510  O7 1.227, H11 1.101, H12 1.101
3 C 2.015 -0.135 0.766  C6 1.507, H13 1.094, H14 1.092, H15 1.092
4 C -1.629 0.076 0.016  C1 1.526, H17 1.094, H18 1.095, H19 1.095
5 C -0.756 -2.285 0.080  C1 1.525, H16 1.095, H20 1.095, H21 1.095
6 C 0.849 -0.394 -0.153  C1 1.525, C3 1.507, N8 1.297
7 O 0.521 3.058 0.656  C2 1.227
8 N 1.020 -0.251 -1.430  C6 1.297, H10 1.025
9 H -0.401 -0.768 1.541  C1 1.096
10 H 0.170 -0.498 -1.947  N8 1.025
11 H -0.818 3.553 -0.794  C2 1.101
12 H 0.709 2.632 -1.334  C2 1.101
13 H 2.908 -0.626 0.368  C3 1.094
14 H 2.200 0.940 0.826  C3 1.092
15 H 1.819 -0.523 1.767  C3 1.092
16 H -1.652 -2.651 0.592  C5 1.095
17 H -1.521 1.068 0.463  C4 1.094
18 H -1.671 0.207 -1.070  C4 1.095
19 H -2.594 -0.327 0.342  C4 1.095
20 H -0.909 -2.405 -0.998  C5 1.095
21 H 0.085 -2.925 0.369  C5 1.095

What is the formula in the seventh record?
C6H13NO